{
  "formula": "C16H34BF10N4O5PS6Sr",
  "method": "ωB97M-V/def2-TZVPD",
  "mol_weight_g_mol": 874.26,
  "relative_energy_kcal_mol": 88.1,
  "homo_ev": -8.6,
  "lumo_energy_ev": 0.06,
  "homo_lumo_gap_ev": 8.61,
  "elements": ["Sr", "C", "C", "S", "C", "C", "S", "C", "C", "S", "C", "C", "S", "H", "H", "H", "H", "H", "H", "H", "H", "H", "H", "H", "H", "H", "H", "H", "H", "F", "C", "F", "F", "S", "O", "O", "N", "S", "O", "O", "C", "F", "F", "F", "C", "N", "C", "P", "O", "N", "C", "C", "N", "C", "C", "H", "H", "H", "H", "H", "H", "H", "H", "H", "H", "H", "H", "H", "H", "H", "H", "H", "H", "F", "B", "F", "F", "F"],
  "positions_angstrom": [[-0.5061, 1.3807, -0.9569], [3.5993, -0.0247, -1.2978], [3.2970, -0.6178, -2.6698], [1.9154, 0.1845, -3.5178], [2.7531, 1.6956, -4.0620], [1.8460, 2.9265, -4.0281], [1.2995, 3.4670, -2.4015], [2.8793, 3.8269, -1.6270], [2.6536, 4.3039, -0.1902], [1.8851, 3.0807, 0.8833], [3.2566, 1.9483, 1.1904], [2.8040, 0.4870, 1.2788], [2.1833, -0.2484, -0.2439], [3.8118, 1.0392, -1.3864], [4.4504, -0.5370, -0.8397], [2.9995, -1.6644, -2.5669], [4.1691, -0.5657, -3.3241], [3.0802, 1.5383, -5.0884], [3.6306, 1.8386, -3.4289], [0.9120, 2.7172, -4.5610], [2.3361, 3.7699, -4.5125], [3.3636, 4.6077, -2.2183], [3.4895, 2.9266, -1.6333], [1.9311, 5.1249, -0.1893], [3.5799, 4.6588, 0.2653], [3.6887, 2.2270, 2.1523], [4.0163, 2.0826, 0.4130], [1.9493, 0.3959, 1.9535], [3.6206, -0.1352, 1.6430], [-4.8356, 1.9494, 0.5046], [-4.3807, 2.9852, -0.1470], [-5.2289, 3.2674, -1.1219], [-4.1930, 4.0313, 0.5941], [-2.7573, 2.5616, -1.0587], [-1.5807, 3.2265, -0.5278], [-3.0501, 2.9431, -2.4163], [-2.6035, 0.9346, -0.9770], [-2.3714, 0.5345, -2.5371], [-3.5319, 0.4050, -3.3526], [-1.1197, 1.1301, -3.0265], [-1.7769, -1.2335, -2.4631], [-0.5780, -1.4134, -1.8806], [-2.6527, -2.0629, -1.9376], [-1.6233, -1.5304, -3.7529], [-3.0971, -3.7719, 1.5457], [-2.4040, -2.5286, 1.1807], [-3.2766, -1.3379, 1.1590], [-0.8125, -2.2854, 1.4948], [-0.3206, -1.0364, 0.8390], [-0.4622, -2.2290, 3.1050], [-0.7328, -3.3668, 3.9834], [-0.5584, -0.9243, 3.7817], [-0.1284, -3.7305, 1.0341], [-0.4793, -4.2511, -0.3000], [1.3394, -3.7971, 1.2326], [-3.7754, -4.0691, 0.7410], [-3.6893, -3.6392, 2.4554], [-2.3870, -4.5793, 1.7096], [-3.9294, -1.3554, 0.2844], [-2.6841, -0.4197, 1.1225], [-3.9037, -1.3010, 2.0562], [-0.6612, -4.3039, 3.4321], [-1.7258, -3.2998, 4.4466], [0.0081, -3.3850, 4.7879], [-0.4385, -0.1163, 3.0679], [0.2337, -0.8390, 4.5329], [-1.5214, -0.7975, 4.2850], [-1.5346, -4.0936, -0.5175], [-0.2726, -5.3224, -0.3277], [0.1118, -3.7732, -1.0886], [1.6102, -3.3755, 2.1986], [1.8712, -3.2433, 0.4555], [1.6526, -4.8446, 1.2029], [-2.6798, 2.1994, 1.7939], [-1.3557, 2.4019, 2.2567], [-1.1941, 1.9319, 3.5765], [-0.9263, 3.7323, 2.1493], [-0.4876, 1.5879, 1.3869]],
  "forces_ev_per_a": [[11.927, -1.733, 4.522], [0.219, -0.011, -0.283], [-0.014, -0.017, 0.044], [-0.115, 0.013, 0.056], [-0.133, 0.149, 0.009], [-0.152, -0.251, -0.040], [-0.240, 0.052, -0.098], [0.049, 0.179, 0.303], [-0.073, 0.000, -0.162], [-0.247, 0.050, -0.103], [0.121, -0.190, -0.043], [-0.197, 0.182, -0.031], [-0.401, -0.105, 0.146], [0.248, -0.065, -0.082], [0.097, 0.114, -0.140], [0.100, 0.027, -0.040], [0.012, -0.106, 0.080], [0.148, 0.079, -0.035], [-0.016, 0.038, -0.155], [0.149, 0.083, -0.035], [0.042, -0.022, -0.133], [0.125, -0.050, 0.065], [0.154, 0.101, 0.011], [0.161, 0.065, 0.020], [-0.002, 0.043, -0.139], [0.165, -0.065, -0.046], [-0.042, -0.039, 0.200], [0.104, -0.033, 0.118], [0.039, 0.019, 0.146], [-0.174, -0.232, 0.418], [0.557, -0.563, -0.669], [-0.237, 0.178, -0.066], [-0.002, 0.518, 0.550], [-3.118, 2.395, -0.696], [-1.805, 1.302, 0.680], [-0.218, 0.210, 0.195], [-3.429, 0.122, -1.391], [-1.552, -2.478, -2.054], [0.297, 0.383, 0.153], [-1.774, -0.370, -2.237], [0.239, -0.293, -0.360], [-0.505, 0.480, 0.054], [-0.185, -0.017, 0.293], [-0.009, -0.145, -0.107], [0.110, 0.388, -0.124], [-0.979, 0.003, 0.015], [0.197, -0.149, 0.086], [0.569, 0.615, -0.195], [-0.437, -0.381, 0.045], [0.022, 0.046, 0.619], [0.056, 0.202, -0.097], [0.231, -0.265, -0.102], [0.641, -0.111, -0.564], [0.020, 0.022, 0.242], [-0.428, -0.198, 0.102], [-0.014, 0.028, 0.002], [-0.008, 0.014, 0.035], [0.021, 0.047, -0.024], [-0.019, -0.058, -0.012], [-0.081, -0.280, 0.030], [0.038, -0.039, -0.001], [0.002, 0.068, 0.014], [0.031, 0.004, -0.042], [-0.028, 0.014, -0.016], [-0.001, -0.112, 0.009], [-0.062, -0.056, -0.017], [-0.025, -0.026, -0.027], [0.103, -0.001, 0.045], [0.005, -0.019, 0.030], [0.000, 0.038, 0.040], [-0.057, -0.022, 0.003], [-0.004, 0.040, -0.062], [-0.037, 0.068, -0.001], [0.605, 0.032, 0.227], [0.602, 0.246, 0.642], [-0.269, 0.303, -0.822], [-0.535, -0.681, 0.019], [-0.582, 0.228, 0.985]]
}

***

{
  "formula": "C16H34Br2Cl32OPS",
  "method": "ωB97M-V/def2-TZVPD",
  "mol_weight_g_mol": 1599.79,
  "charge": 1,
  "homo_ev": -11.6,
  "lumo_energy_ev": -6.65,
  "homo_lumo_gap_ev": 4.93,
  "elements": ["O", "P", "Br", "S", "Br", "H", "H", "C", "Cl", "Cl", "H", "H", "C", "Cl", "Cl", "H", "H", "C", "Cl", "Cl", "H", "H", "C", "Cl", "Cl", "H", "H", "C", "Cl", "Cl", "H", "H", "C", "Cl", "Cl", "H", "H", "C", "Cl", "Cl", "H", "H", "C", "Cl", "Cl", "H", "H", "C", "Cl", "Cl", "H", "H", "C", "Cl", "Cl", "H", "H", "C", "Cl", "Cl", "H", "H", "C", "Cl", "Cl", "H", "H", "C", "Cl", "Cl", "H", "H", "C", "Cl", "Cl", "H", "H", "C", "Cl", "Cl", "H", "H", "C", "Cl", "Cl", "H", "H"],
  "positions_angstrom": [[-0.0913, -10.8643, 0.7316], [-0.0820, -9.6746, -0.5399], [-0.9911, -10.5627, -2.4693], [2.0405, -9.3515, -0.9492], [2.0628, -7.3480, -1.9921], [0.5394, -10.5439, 1.4595], [2.4632, -10.3851, -1.8005], [1.6643, -4.1618, 0.0687], [1.3449, -5.4437, 1.2433], [2.7266, -2.9243, 0.7508], [2.1443, -4.5969, -0.8112], [0.7173, -3.6987, -0.2187], [1.0004, 0.1905, 0.6272], [1.8719, 1.5641, 1.3192], [0.3250, 0.5974, -0.9550], [1.6910, -0.6486, 0.5140], [0.1863, -0.0897, 1.3001], [-2.9251, -0.1242, 0.5612], [-3.9764, -0.6047, -0.7763], [-1.7274, -1.3767, 0.9105], [-2.4062, 0.7989, 0.2920], [-3.5359, 0.0422, 1.4518], [-4.3677, -0.9963, -4.2675], [-3.4038, -2.2880, -4.9938], [-5.9297, -0.8348, -5.0794], [-4.5370, -1.2285, -3.2133], [-3.8222, -0.0535, -4.3547], [-4.7879, 2.7417, -3.1751], [-3.1086, 2.5356, -2.6631], [-4.9780, 2.3778, -4.8946], [-5.4219, 2.0657, -2.5963], [-5.0904, 3.7761, -2.9948], [0.4543, 5.4440, 0.8483], [-0.4880, 4.1334, 0.1276], [1.6700, 4.8133, 1.9661], [0.9567, 6.0000, 0.0531], [-0.2200, 6.1086, 1.3939], [-1.4670, 5.0062, 3.9995], [-1.6639, 3.3450, 3.4279], [-2.0596, 6.1651, 2.8033], [-2.0308, 5.1326, 4.9269], [-0.4067, 5.1957, 4.1836], [-0.1227, -3.2350, -7.3599], [0.6860, -1.7932, -6.7336], [-0.8311, -4.1869, -6.0494], [-0.9160, -2.9283, -8.0458], [0.6076, -3.8498, -7.8916], [-5.3635, -0.5186, 3.7839], [-4.4920, 0.8550, 4.4759], [-6.0388, -0.1117, 2.2017], [-4.6728, -1.3577, 3.6708], [-6.1775, -0.7989, 4.4568], [5.1029, 5.4219, 2.8831], [5.9115, 6.8637, 3.5093], [4.3945, 4.4701, 4.1935], [4.3095, 5.7286, 2.1971], [5.8331, 4.8071, 2.3514], [2.2705, -0.1381, -10.2496], [1.5102, -1.7340, -10.2527], [1.0662, 1.1399, -10.0463], [2.9864, -0.0866, -9.4257], [2.7899, 0.0103, -11.1995], [3.9783, -2.2969, -5.2679], [3.5898, -3.7445, -4.3306], [5.5991, -2.4065, -5.9651], [3.2501, -2.1899, -6.0755], [3.9316, -1.4248, -4.6111], [-3.3707, -2.5910, 6.4455], [-5.0159, -2.0131, 6.1551], [-2.2730, -2.0541, 5.1681], [-3.0201, -2.1997, 7.4036], [-3.3771, -3.6834, 6.4732], [2.3422, 5.9106, 7.6604], [1.2908, 5.4302, 6.3230], [3.5398, 4.6581, 8.0097], [2.8611, 6.8338, 7.3912], [1.7313, 6.0770, 8.5510], [-2.7299, 7.7213, 7.1039], [-3.7813, 7.2408, 5.7664], [-1.5323, 6.4688, 7.4531], [-2.2110, 8.6444, 6.8346], [-3.3408, 7.8876, 7.9944], [7.1781, -4.1116, -2.2349], [7.2881, -5.7202, -2.9596], [5.5944, -3.8553, -1.4923], [7.9505, -4.0131, -1.4683], [7.3323, -3.3597, -3.0126]],
  "forces_ev_per_a": [[1.724, 2.129, -1.731], [-2.702, -1.010, 1.378], [1.084, 0.179, 1.662], [1.607, -0.041, -0.637], [-0.108, -1.750, 0.325], [-1.259, -0.592, -1.150], [-0.298, 1.166, 0.098], [-0.103, 0.296, -0.318], [-0.078, -0.185, -0.017], [0.026, -0.273, -0.134], [0.024, 0.132, 0.267], [0.207, -0.098, 0.177], [0.249, -0.118, 0.391], [0.031, -0.207, 0.027], [-0.059, -0.067, -0.138], [-0.236, 0.404, -0.086], [0.410, 0.328, -0.271], [-0.103, 0.514, 0.130], [0.017, 0.083, 0.166], [-0.397, -0.418, 0.181], [-0.030, -0.288, -0.085], [0.136, -0.180, -0.284], [-0.002, 0.197, 0.257], [0.100, 0.041, 0.101], [-0.035, -0.105, 0.093], [0.002, -0.070, -0.435], [-0.142, -0.262, -0.091], [-0.317, 0.140, 0.193], [0.046, 0.019, 0.113], [-0.038, 0.252, 0.036], [0.226, 0.064, -0.181], [0.181, -0.259, -0.117], [-0.013, 0.420, -0.341], [-0.034, 0.165, -0.136], [0.047, 0.234, 0.200], [-0.038, -0.305, 0.158], [0.326, -0.385, -0.195], [0.184, -0.053, 0.412], [0.017, -0.060, 0.159], [-0.328, 0.173, 0.251], [0.044, -0.020, -0.347], [-0.259, -0.071, -0.231], [0.016, -0.089, -0.423], [-0.056, 0.059, -0.011], [0.037, -0.155, -0.062], [0.165, 0.010, 0.298], [-0.136, 0.176, 0.242], [-0.130, -0.060, -0.076], [0.034, 0.019, -0.075], [-0.156, -0.022, -0.117], [-0.184, 0.346, -0.093], [0.157, 0.305, -0.484], [-0.003, -0.106, -0.369], [0.027, 0.033, -0.092], [-0.042, -0.054, -0.089], [0.159, -0.030, 0.298], [-0.132, 0.164, 0.261], [0.328, 0.214, 0.005], [0.094, -0.138, -0.111], [0.122, 0.002, 0.002], [-0.291, -0.050, -0.146], [-0.262, -0.085, 0.208], [-0.195, 0.445, -0.174], [-0.184, -0.067, -0.029], [-0.009, 0.054, 0.018], [0.247, -0.171, 0.229], [0.089, -0.311, -0.079], [0.148, -0.231, 0.377], [0.157, -0.627, 0.914], [0.086, -0.075, 0.000], [-0.119, 0.020, -0.320], [-0.053, 0.314, -0.120], [0.062, 0.310, 0.210], [0.190, -0.038, -0.063], [-0.001, 0.084, 0.071], [-0.094, -0.325, -0.046], [0.110, -0.161, -0.258], [-0.134, 0.365, 0.275], [-0.054, 0.104, 0.065], [-0.132, 0.146, 0.095], [-0.086, -0.327, -0.030], [0.128, -0.151, -0.263], [0.317, 0.238, -0.051], [0.077, 0.013, -0.032], [0.051, 0.117, 0.210], [-0.284, -0.127, -0.148], [-0.176, -0.256, 0.129]]
}

***

{
  "formula": "C16H34BrN4O11P",
  "method": "ωB97M-V/def2-TZVPD",
  "mol_weight_g_mol": 569.34,
  "homo_ev": -9.0,
  "smiles": "[H]/N=C(\\C)CN1C(=O)c2c(Br)c(OCCNC[C@@H](C)O)c(O)c([PH2]=N)c2C1=O.O.O.O.O.O.O",
  "lumo_energy_ev": -0.61,
  "homo_lumo_gap_ev": 8.37,
  "elements": ["H", "N", "C", "C", "C", "N", "C", "O", "C", "C", "Br", "C", "O", "C", "C", "N", "C", "C", "C", "O", "C", "O", "C", "P", "N", "C", "C", "O", "H", "H", "H", "H", "H", "H", "H", "H", "H", "H", "H", "H", "H", "H", "H", "H", "H", "H", "H", "H", "H", "O", "H", "H", "O", "H", "H", "O", "H", "H", "O", "H", "H", "O", "H", "H", "O", "H", "H"],
  "positions_angstrom": [[2.5744, -1.9543, 1.4414], [2.8435, -0.9694, 1.4631], [3.5206, -0.7094, 0.4209], [3.7988, -1.8011, -0.5992], [4.0594, 0.7010, 0.2833], [3.3313, 1.5253, -0.6883], [2.6023, 2.6552, -0.2529], [3.0327, 3.5812, 0.3903], [1.2126, 2.4112, -0.8174], [0.0266, 2.9832, -0.5588], [-0.0984, 4.4059, 0.6948], [-1.1254, 2.5597, -1.1933], [-2.2771, 3.1749, -0.8481], [-3.3310, 2.2974, -0.4279], [-2.9941, 1.4269, 0.7976], [-3.6183, 0.0925, 0.6055], [-2.6558, -1.0021, 0.7619], [-3.1849, -2.2705, 0.0885], [-3.1958, -1.9921, -1.4254], [-2.2828, -3.3421, 0.3321], [-1.0120, 1.5581, -2.1243], [-2.1330, 1.1523, -2.7992], [0.1970, 0.9412, -2.4079], [0.3901, -0.4377, -3.5880], [0.3226, -1.8286, -2.8438], [1.2839, 1.3889, -1.7388], [2.7451, 0.9572, -1.8073], [3.2549, 0.3048, -2.6888], [4.5864, -1.5279, -1.2967], [3.9557, -2.7608, -0.1161], [2.8886, -1.8947, -1.2020], [5.1128, 0.6503, -0.0066], [4.0406, 1.1468, 1.2729], [-3.7213, 1.6636, -1.2182], [-4.1587, 2.9479, -0.1478], [-1.9241, 1.2579, 0.9341], [-3.3617, 1.9021, 1.7065], [-4.2798, -0.0118, 1.3644], [-2.5204, -1.2640, 1.8210], [-1.6868, -0.7986, 0.3069], [-4.1895, -2.5123, 0.4445], [-3.9780, -1.2665, -1.6116], [-3.3536, -2.9122, -1.9920], [-2.2062, -1.6108, -1.6788], [-2.0327, -3.7243, -0.5091], [-1.8936, 0.9459, -3.7072], [1.6625, -0.3024, -4.1626], [-0.6482, -0.3223, -4.5422], [-0.4383, -2.3901, -3.2074], [-5.0862, -0.3437, -3.5866], [-5.9360, -0.1211, -3.1850], [-4.5463, 0.4420, -3.4509], [-8.0116, -0.9992, -3.5869], [-8.9226, -1.2460, -3.4032], [-7.8109, -1.4197, -4.4291], [4.7044, -0.2575, 3.6712], [5.0803, 0.4906, 4.1558], [3.7676, -0.0442, 3.6032], [1.5797, -1.3828, 4.4497], [0.6555, -1.2352, 4.2283], [2.0371, -1.3166, 3.6036], [5.0204, 1.9597, 5.7727], [4.1768, 2.1931, 6.1726], [5.5761, 2.7309, 5.9208], [6.0935, -1.6808, 6.0819], [5.7644, -1.0292, 5.4484], [6.9994, -1.8441, 5.8058]],
  "forces_ev_per_a": [[-0.056, -0.024, 0.070], [-0.161, 0.165, 0.060], [-0.167, -0.722, 0.288], [-0.499, 0.831, -0.384], [1.338, -0.208, -0.361], [0.804, -0.006, 0.505], [-0.719, 0.252, 0.256], [-0.382, -1.213, -0.384], [1.575, 0.018, 0.032], [-0.484, 1.687, 1.203], [-0.038, -0.278, -0.198], [-0.501, 0.483, 0.737], [-0.314, -0.370, -0.371], [-0.591, 0.121, 0.693], [-0.145, -0.644, -0.517], [0.402, 0.499, 0.674], [-0.663, -1.106, 0.573], [0.692, 0.339, -1.632], [-0.254, -0.251, 0.930], [-0.085, 0.018, 0.834], [-0.855, -0.883, -1.151], [-0.294, 0.372, 0.153], [0.177, -0.240, -1.398], [-0.107, -1.856, 1.195], [-0.167, 0.372, -0.337], [1.855, 0.224, 0.210], [-1.393, -0.026, -0.731], [0.166, 0.098, 0.972], [0.184, -0.192, 0.123], [0.252, 0.033, 0.091], [0.055, -0.121, -0.071], [-0.019, -0.076, -0.003], [-0.267, 0.322, -0.099], [0.427, -0.106, -0.191], [0.136, 0.280, -0.123], [0.109, 0.411, -0.169], [0.041, 0.058, 0.028], [-0.240, -0.137, -0.213], [0.378, 0.224, 0.001], [-0.012, 0.308, 0.022], [0.005, -0.111, 0.126], [0.097, 0.021, -0.504], [-0.298, 0.049, -0.049], [-0.041, 0.183, -0.190], [0.045, -0.034, -0.101], [-0.034, -0.131, -0.067], [-0.450, 0.773, -0.358], [0.396, 0.565, -0.253], [0.019, -0.189, 0.218], [-0.056, 0.245, -0.034], [-0.095, -0.178, -0.094], [0.049, -0.037, 0.055], [-0.028, 0.005, -0.038], [-0.003, 0.034, 0.069], [0.105, 0.021, 0.008], [0.363, 0.264, 0.072], [-0.168, 0.126, 0.037], [-0.037, -0.105, -0.026], [-0.012, 0.064, -0.010], [-0.017, -0.009, 0.012], [0.007, 0.015, -0.097], [0.022, 0.091, -0.062], [-0.048, -0.128, -0.007], [0.066, -0.031, -0.033], [0.133, 0.141, 0.008], [-0.209, -0.255, -0.012], [0.009, -0.043, 0.015]]
}